Entry 1:
Here is the molecule C4H5N3 from OMol25. Energies are from ωB97M-V with the def2-TZVPD basis set.

```
12
Properties=species:S:1:pos:R:3
N 2.30970 -0.37125 -0.08132
C 1.22870 -0.83537 -0.70686
N 0.23504 -1.30604 -0.00778
C -0.97445 -1.01815 0.25477
C -1.59238 0.30534 -0.03477
C -0.91738 1.57775 0.10669
N -0.89323 1.19383 -1.08342
H 3.09867 -0.10614 -0.64795
H 2.43825 -0.32759 0.92501
H -1.63193 -1.80632 0.62480
H -2.68317 0.28883 -0.05732
H -0.61911 2.43381 0.69760
```

The spin multiplicity is 1. Its LUMO energy is 0.033 hartree. Its HOMO energy is -0.2849 Ha.

Entry 2:
Here is a 3-piece molecular cluster, C38H52BrF8NO16P2 overall at a distorted geometry from OMol25. Energies are from ωB97M-V with the def2-TZVPD basis set.

```
118
Properties=species:S:1:pos:R:3
N -2.09328 4.00215 0.22001
C -0.70738 3.34796 0.21949
C -0.77651 1.76887 -0.32740
C 0.67927 1.10619 0.05662
C 1.04348 0.38869 1.50297
C -0.16320 0.27881 2.65585
O -0.76513 -1.06998 2.46735
C -2.23136 -1.02475 2.58309
O -2.94600 -0.75097 1.32526
C -2.94846 -1.91279 0.41990
C -4.28934 -1.73138 -0.55084
O -5.53122 -2.22121 0.09916
C 2.54745 -0.25447 1.85081
C 3.75019 -0.17735 0.72023
C 5.28066 -0.73311 0.91454
C 5.39629 -2.11604 1.81206
C 6.05279 -1.81629 3.29081
C 6.98303 -3.14779 3.67474
O 7.27740 -3.02917 5.11133
C 7.81838 -4.27427 5.67867
O 7.15795 -4.81351 6.73521
C 3.37766 0.52541 -0.74413
C 1.86839 1.15985 -1.08618
C 1.61638 1.81203 -2.60567
O 0.94025 2.95728 -2.81161
C 2.31801 0.93506 -3.84510
C 1.62659 0.67907 -5.30930
C 2.41962 -0.26156 -6.44187
Br 1.49668 -0.55393 -8.20805
C 3.88215 -0.89364 -6.03934
C 4.71762 -1.88601 -7.09516
C 4.23621 -3.43180 -6.67518
O 3.22841 -3.33939 -5.60585
C 2.37402 -4.53489 -5.53585
C 0.79708 -4.05678 -5.65965
F 0.71521 -2.62693 -5.18335
F 0.45756 -4.17704 -7.12494
C -0.24514 -4.90698 -4.72229
F -0.21880 -4.39508 -3.30314
F 0.07916 -6.36847 -4.61720
C -1.83476 -4.71113 -5.20371
F -2.78202 -5.03024 -4.07246
F -2.13099 -3.27381 -5.55710
C -2.26324 -5.69396 -6.44440
F -2.64247 -4.89499 -7.66785
F -3.48440 -6.52654 -6.14485
C 4.65686 -0.63347 -4.58661
C 3.82803 0.30276 -3.50306
C 4.48027 0.62785 -1.99760
O 5.76157 0.97624 -1.84314
H -2.10321 4.87708 -0.34857
H -2.80007 3.31501 -0.15339
H 0.04840 4.00677 -0.38530
H -0.39153 3.28877 1.36922
H -1.05020 1.72903 -1.46562
H -1.59318 1.24749 0.32902
H -0.94028 1.15407 2.58604
H 0.41327 0.23933 3.69647
H -2.59111 -0.23879 3.40098
H -2.60189 -2.10029 2.94362
H -3.04878 -2.95368 0.95391
H -2.02598 -1.94339 -0.32120
H -4.19506 -2.28977 -1.57564
H -4.49532 -0.59185 -0.81207
H -5.33532 -3.13570 0.50613
H 2.72679 -0.76523 2.89715
H 5.90480 0.15168 1.40023
H 5.83671 -0.97618 -0.11249
H 4.33226 -2.57570 1.97987
H 6.06618 -2.89513 1.20647
H 6.71511 -0.85251 3.34070
H 5.15183 -1.79686 4.06077
H 7.97824 -3.20108 3.03078
H 6.32460 -4.07927 3.38321
H 8.81791 -4.76221 5.27607
H 0.56849 1.11366 -5.55864
H 4.35185 -1.57070 -8.16494
H 5.89654 -1.75904 -6.96124
H 5.21109 -3.94847 -6.22132
H 3.87458 -3.96084 -7.65440
H 2.52401 -5.12306 -4.52353
H 2.59449 -5.24264 -6.44130
H -1.40425 -6.42146 -6.81097
H 5.70808 -1.12911 -4.38161
C -7.18741 7.56871 0.96904
O -6.67543 7.99641 -0.28049
P -5.18309 7.35349 -0.87408
O -4.86186 6.68513 0.46874
O -4.52984 8.87346 -0.84376
C -5.28891 9.94518 -1.37518
O -3.69067 6.71067 -1.46767
C -3.28602 7.18028 -2.73849
H -8.19786 7.97173 1.07885
H -7.24906 6.47805 1.01398
H -6.57330 7.96340 1.78374
H -5.83845 10.43752 -0.56989
H -5.98284 9.60422 -2.14526
H -4.60325 10.67306 -1.82031
H -2.77193 8.13994 -2.62994
H -4.14674 7.29093 -3.40137
H -2.58889 6.45996 -3.17241
C -4.34760 -2.27799 9.07822
O -3.28074 -1.34665 9.05066
P -2.85735 -0.55388 7.57247
O -3.75992 -1.47641 6.74342
O -1.35874 -1.25208 7.64103
C -0.65908 -1.22925 8.87274
O -2.43382 0.23884 6.09426
C -1.37586 1.17265 6.18351
H -4.54584 -2.53775 10.12163
H -5.25779 -1.84287 8.65679
H -4.06467 -3.19198 8.54791
H -0.84161 -2.16058 9.41330
H -0.95436 -0.37767 9.48791
H 0.41307 -1.15517 8.66517
H -0.41686 0.64988 6.11981
H -1.43368 1.73356 7.11867
H -1.44952 1.86677 5.34333
```

The spin multiplicity is 1. Its LUMO energy is -0.102 hartree. Its HOMO energy is -0.3077 Ha.

Entry 3:
Here is C4H5BrN2 as an isolated structure at a distorted geometry from OMol25. Energies are from ωB97M-V with the def2-TZVPD basis set.

```
12
Properties=species:S:1:pos:R:3
C -0.67904 1.74183 -0.04658
C 0.70735 1.78664 0.06416
C -0.95831 0.40954 -0.00537
C 0.54330 -2.10076 -0.03319
N 1.22471 0.58252 0.05797
N 0.19166 -0.26823 0.06741
Br -2.67516 -0.40958 -0.02652
H -1.31668 2.52181 -0.16216
H 1.41756 2.52460 0.08790
H 1.34074 -2.08269 -0.69822
H 0.72534 -2.19202 0.96421
H -0.52148 -2.51365 -0.26960
```

The spin multiplicity is 1. Its LUMO energy is 0.020 hartree. Its HOMO energy is -0.3297 Ha.

Entry 4:
Here is a 2-piece molecular cluster, C6H14BNO2 overall at a distorted geometry from OMol25. Energies are from ωB97M-V with the def2-TZVPD basis set.

```
24
Properties=species:S:1:pos:R:3
B -1.29327 -2.62132 0.00645
C -0.62458 -1.01460 1.48380
C 0.19588 -0.97546 0.16174
C 2.28527 1.39580 -0.26409
C 0.25424 2.82170 -0.56227
C 0.02281 0.32845 -0.61105
C 0.78669 1.50785 0.00512
N -1.57514 -2.09553 1.24783
O -0.28902 -2.06105 -0.64710
O -2.89518 -4.37264 -0.98469
H 0.00757 -1.22743 2.35070
H -1.14999 -0.06909 1.64952
H 1.25502 -1.18016 0.34850
H 2.47524 1.40049 -1.33533
H 2.69464 0.47852 0.15244
H 2.81282 2.23345 0.18032
H 0.40108 2.85704 -1.63919
H 0.77474 3.66722 -0.11752
H -0.80870 2.92967 -0.35669
H 0.36806 0.16573 -1.63381
H -1.04397 0.55676 -0.65401
H 0.62414 1.50496 1.08836
H -2.26029 -2.32244 1.94392
H -3.01805 -3.90792 -1.81297
```

The spin multiplicity is 3. Its LUMO energy (alpha / beta) is 0.028 / -0.071 hartree. Its expectation value of S² is 2.01. Its HOMO energy (alpha / beta) is -0.2368 / -0.3402 Ha.

Values for total energy, eV, ordered as above
-8695.2754, -184821.8698, -77249.1142, -12707.5703
Values for energy relative to the best compared isomer or geometry (same formula, charge and spin), kcal per mole, ordered as above
104.6, 754.9, 50.7, 0.0